Here is a 5-piece molecular cluster, C2H14O5 overall from the Open Molecules 2025 dataset. Energies are from the ωB97M-V functional and the def2-TZVPD basis.

Summary:
<S²>   0.75
Energy relative to the best compared isomer or geometry (same formula, charge and spin)   1.765 eV
Charge   +1
Largest force on an atom   2.7 eV/A
Spin multiplicity   2
Highest occupied orbital energy (spin up / spin down)   -14.99 / -14.98 eV

Each line ends with the Mulliken spin population.
Cartesian coordinates (Å):
C  -1.04070  -0.34921  -0.36004  0.129
O  -1.64261  -1.43254  0.35786  0.576
C  -1.20882  -0.46744  -1.84390  0.010
H  -1.54792  0.51256  0.12636  0.113
H  -0.01988  -0.38019  0.11041  0.101
H  -2.03135  -2.06868  -0.28844  -0.016
H  -2.18693  -0.89126  -2.07355  0.003
H  -1.04420  0.50545  -2.31133  0.001
H  -0.40585  -1.12769  -2.19836  0.022
H  -0.13714  -1.86416  1.62273  0.002
H  -0.10145  -0.81258  2.79092  -0.001
O  0.41116  -1.21560  2.07762  0.029
H  2.19909  1.21828  0.06100  -0.001
H  1.62357  0.87417  1.43927  -0.001
O  1.76207  1.60787  0.81846  0.038
H  3.35964  -1.73242  0.75188  0.000
H  1.87864  -1.28609  0.73009  -0.004
O  2.67106  -1.37847  0.19345  0.000
H  -0.84068  2.84201  -0.91378  -0.001
H  -2.19004  2.69437  -1.38505  0.000
O  -1.39781  3.18527  -1.65522  0.002

Cartesian forces (eV/Å) of the 2 atoms listed first:
C -1.88 -1.96 0.00
O 0.35 0.82 -1.23